Density functional theory data (ωB97M-V/def2-TZVPD) for 2 unconnected molecules or ions with the total composition C4H6O in a non-equilibrium geometry.

Each line ends with the Mulliken charge.
Atoms and positions in Å:
C (-0.2889, 0.5150, -1.2879)  -0.2834
C (0.2059, 0.1770, -0.1366)  -0.1666
C (-0.5095, 1.4709, -0.1174)  -0.1661
C (1.2238, -1.7502, 0.7229)  -0.6641
O (-1.7656, 1.6336, 0.4479)  -0.5338
H (-0.4937, 0.3509, -2.3186)  0.3374
H (0.0114, 2.4184, -0.0514)  0.3241
H (2.1951, -1.3372, 0.9096)  0.2806
H (1.0917, -2.3699, -0.1384)  0.2719
H (0.5862, -1.9108, 1.5702)  0.2774
H (-2.2563, 0.8023, 0.3996)  0.3225

Values from the calculation:
orbital gap: 8.54 eV
HOMO level: -8.436 eV
DFT total energy: -6286.9938 eV
energy above the lowest of the compared OMol25 structures with the same formula, charge and spin: 475.1 kJ/mol

=====

Density functional theory data (ωB97M-V/def2-TZVPD) for C4H6O in the gas phase in a non-equilibrium geometry.

Each line ends with the Mulliken charge.
Atoms and positions in Å:
C (2.5408, -0.2810, -0.0065)  0.0015
C (1.4751, 0.3698, -0.1172)  -0.3766
C (0.0256, 0.8763, -0.0146)  -0.4846
C (-0.8676, -0.3611, -0.1038)  -0.4634
O (-2.2762, 0.0345, -0.0003)  -0.5350
H (3.4790, -0.9783, 0.1243)  0.3166
H (0.0236, 1.3316, 0.9348)  0.2562
H (-0.3555, 1.7298, -0.6777)  0.3090
H (-0.6349, -0.8710, -0.9715)  0.3498
H (-0.6043, -0.9718, 0.7356)  0.3051
H (-2.8057, -0.8789, 0.0969)  0.3214

Values from the calculation:
orbital gap: 10.78 eV
HOMO level: -9.988 eV
DFT total energy: -6289.5161 eV
energy above the lowest of the compared OMol25 structures with the same formula, charge and spin: 231.7 kJ/mol

=====

Which of these has the highest HOMO level? number 1

=====

What is the DFT total energy in the second record? -6289.5161 eV

=====

Which value of HOMO level does entry 1 give? -8.436 eV